1.
Formula: C38H68ClFN7O8S2
Source: OMol25
Level of theory: ωB97M-V/def2-TZVPD

Values from the calculation:
total charge	+1
HOMO energy	-10.39	eV
DFT total energy	-104220.464	eV

Structure (XYZ):
```
125
C38H68ClFN7O8S2 (ωB97M-V/def2-TZVPD)
C 3.275 -4.796 -1.585
C 2.215 -4.410 -2.630
C 0.946 -3.911 -1.998
O 1.279 -2.774 -1.115
C 0.279 -1.900 -0.944
C 0.250 -0.743 -1.740
C 1.323 -0.562 -2.776
C 2.698 -0.240 -2.157
C 3.189 1.196 -2.452
S 4.823 1.187 -3.267
C 5.932 1.029 -1.940
S 7.408 0.431 -2.190
N 5.533 1.475 -0.666
C 5.604 0.796 0.536
C 5.122 1.664 1.464
N 4.757 2.863 0.888
C 5.016 2.721 -0.384
C -0.778 0.160 -1.529
C -0.841 1.364 -2.419
O -1.171 1.249 -3.546
O -0.557 2.606 -1.948
Cl 0.254 2.602 -0.454
C -1.760 -0.057 -0.545
C -2.862 0.979 -0.432
C -3.098 1.503 1.009
C -4.183 0.481 -1.074
C -4.830 1.571 -1.945
C -6.341 1.676 -1.759
C -1.657 -1.213 0.214
C -2.660 -1.532 1.293
O -3.809 -1.671 1.020
N -2.232 -1.709 2.629
C -1.388 -0.751 3.160
O -0.422 -0.311 2.653
F -1.777 -0.395 4.362
N -0.651 -2.120 0.002
C -0.586 -3.351 0.795
C -1.678 -4.408 0.445
C -2.505 -4.141 -0.818
H 2.790 -5.066 -0.650
H 3.809 -5.669 -1.942
H 3.983 -3.998 -1.400
H 2.617 -3.675 -3.322
H 1.935 -5.279 -3.221
H 0.474 -4.677 -1.392
H 0.266 -3.543 -2.764
H 1.015 0.152 -3.528
H 1.404 -1.516 -3.288
H 2.740 -0.459 -1.095
H 3.417 -0.909 -2.621
H 3.337 1.723 -1.518
H 2.509 1.743 -3.096
H 5.973 -0.201 0.661
H 5.029 1.520 2.524
H 4.908 3.414 -1.203
H -2.598 1.855 -1.010
H -3.971 1.002 1.416
H -3.372 2.551 0.953
H -2.232 1.365 1.643
H -3.970 -0.355 -1.739
H -4.888 0.147 -0.324
H -4.412 2.551 -1.720
H -4.623 1.404 -3.000
H -6.877 0.799 -2.109
H -6.578 1.930 -0.728
H -6.689 2.512 -2.363
H -3.020 -1.941 3.225
H 0.384 -3.808 0.688
H -0.670 -3.120 1.845
H -2.324 -4.562 1.304
H -1.166 -5.355 0.296
H -3.372 -3.535 -0.569
H -1.964 -3.614 -1.598
H -2.899 -5.068 -1.217
C 10.202 5.415 -1.315
C 8.955 4.712 -0.787
C 8.962 4.495 0.733
O 9.784 3.432 1.173
C 11.155 3.751 1.329
N 8.771 3.454 -1.519
H 11.064 4.749 -1.347
H 10.031 5.767 -2.332
H 10.458 6.278 -0.699
H 8.100 5.357 -1.010
H 7.947 4.220 1.039
H 9.216 5.421 1.265
H 11.292 4.777 1.682
H 11.707 3.606 0.398
H 11.568 3.070 2.073
H 7.890 3.037 -1.234
H 9.470 2.798 -1.180
C -5.058 7.689 -0.359
C -5.395 6.280 0.118
C -5.253 5.208 -0.974
O -6.307 5.171 -1.913
C -6.199 6.107 -2.974
N -6.731 6.288 0.717
H -5.853 8.113 -0.971
H -4.923 8.350 0.495
H -4.134 7.699 -0.942
H -4.678 6.023 0.905
H -5.269 4.229 -0.484
H -4.285 5.293 -1.490
H -5.157 6.260 -3.270
H -6.652 7.064 -2.708
H -6.748 5.703 -3.824
H -6.921 5.380 1.132
H -7.409 6.362 -0.037
C -4.149 -8.491 5.508
C -3.100 -7.431 5.187
C -3.642 -6.260 4.355
O -3.824 -6.542 2.978
C -5.043 -7.194 2.654
N -1.949 -8.080 4.551
H -4.371 -9.121 4.647
H -3.788 -9.145 6.300
H -5.080 -8.034 5.849
H -2.760 -7.010 6.138
H -2.902 -5.453 4.390
H -4.569 -5.862 4.787
H -5.860 -6.859 3.298
H -4.942 -8.278 2.720
H -5.286 -6.944 1.622
H -1.202 -7.401 4.432
H -2.217 -8.327 3.602
```

Mulliken atomic charge list, values in e, 99 entries: -1.0795 -0.6353 -0.5072 -0.5003 0.0901 1.2103 -1.6755 -0.6374 -0.3793 -0.1546 0.1523 -0.1248 0.4872 -0.1657 -0.9370 -0.7078 -0.1386 -0.7849 -0.0004 -0.5009 -0.3263 0.0783 0.6212 0.1495 -1.8846 -0.9543 -0.1654 -1.6130 1.1336 -1.1806 -0.4799 0.1608 0.4008 -0.3418 -0.2848 0.5893 -1.1796 -0.5311 -1.2825 0.2620 0.3910 0.2543 0.3466 0.4507 0.3681 0.4337 0.9242 0.3072 0.3669 0.6149 -0.0638 0.4748 0.5105 0.5222 0.5225 1.3487 0.4291 0.3337 0.3108 0.4908 0.5016 -0.0584 0.3790 0.4143 0.3611 0.4164 0.4065 0.5748 0.5639 0.3233 0.6784 0.3149 0.1822 0.4635 -1.5286 0.3760 -0.6328 -0.3713 -0.6734 -0.6152 0.2904 0.3785 0.3564 0.4021 0.2854 0.4377 0.3117 0.2376 0.2552 0.1010 0.3429 -1.4681 0.2749 -0.2395 -0.3326 -0.7754 -0.7069 0.2967 0.3672

2.
Formula: H22O11
Source: OMol25
Level of theory: ωB97M-V/def2-TZVPD

Values from the calculation:
HOMO energy	-10.12	eV
DFT total energy	-22869.642	eV
energy above the lowest of the compared OMol25 structures with the same formula, charge and spin	1145.4	kJ/mol

Structure (XYZ):
```
33
H22O11 (ωB97M-V/def2-TZVPD)
O 8.960 21.909 -10.826
H 8.712 21.614 -11.702
H 8.184 22.361 -10.495
O 6.842 21.382 -8.651
H 7.237 21.192 -9.502
H 7.487 21.077 -8.013
O 10.448 21.882 -12.797
H 11.389 21.971 -12.948
H 10.382 21.357 -11.999
O 8.920 23.283 -9.246
H 8.855 24.210 -9.019
H 8.232 23.147 -9.898
O 10.861 22.248 -8.690
H 10.062 22.530 -9.134
H 10.552 21.745 -7.937
O 7.515 23.597 -10.742
H 6.991 24.358 -10.491
H 7.693 23.725 -11.673
O 7.068 23.628 -12.974
H 6.217 23.446 -12.575
H 7.476 22.768 -13.073
O 9.034 19.982 -9.853
H 9.096 20.712 -10.469
H 8.913 20.398 -8.999
O 11.228 21.277 -10.997
H 11.081 21.889 -10.276
H 11.707 20.550 -10.600
O 5.554 22.314 -11.603
H 6.354 22.537 -11.126
H 4.987 21.913 -10.944
O 8.377 22.234 -13.615
H 9.316 22.359 -13.758
H 8.163 21.441 -14.108
```

So, what does the Mulliken scheme give us? The charges, in e, come out as: -0.9118 0.6407 -0.4057 -0.6259 0.3989 0.2932 -0.6969 0.2784 0.4816 -0.5939 0.1593 0.9904 -0.7477 0.4669 0.3050 -0.6176 0.2199 0.4568 -0.9654 0.4506 0.3086 -0.8838 0.5793 0.1533 -0.5743 0.3140 0.2664 -0.7237 0.5554 0.3491 -0.4787 0.2909 0.2669

3.
Formula: C4H10N2OS
Source: OMol25
Level of theory: ωB97M-V/def2-TZVPD

Values from the calculation:
HOMO energy	-8.74	eV
DFT total energy	-20172.195	eV
energy above the lowest of the compared OMol25 structures with the same formula, charge and spin	166.7	kJ/mol

Structure (XYZ):
```
18
C4H10N2OS (ωB97M-V/def2-TZVPD)
C -1.631 -0.085 1.463
C -1.072 -0.726 0.211
C -2.081 -0.935 -0.862
C 1.446 -0.340 0.005
H -1.812 1.041 1.407
H -0.816 -0.199 2.230
H -2.517 -0.703 1.898
H -0.559 -1.705 0.580
H -1.692 -1.266 -1.855
H -2.616 0.012 -1.036
H -2.923 -1.631 -0.545
H 0.824 2.308 0.435
H 0.978 -2.292 -0.630
H 2.199 -2.184 0.462
N 0.085 -0.007 -0.369
N 1.796 -1.624 -0.368
O 2.213 0.382 0.570
S -0.120 1.719 -0.453
```

So, what does the Mulliken scheme give us? The charges, in e, come out as: -1.2022 0.4438 -1.4117 0.4514 0.2920 0.3361 0.3460 0.2395 0.3567 0.3296 0.3463 0.1728 0.3075 0.2895 0.0456 -0.5462 -0.5228 -0.2740

The records above give, respectively, LUMO level values of -4.2; 0.2; 0.6 eV.
The records above give, respectively, strongest force on any atom values of 1.31; 6.34; 4.70 eV Å⁻¹.
The records above give, respectively, orbital gap values of 6.164; 10.275; 9.348 eV.